# 1
The following is a DFT calculation (ωB97M-V/def2-TZVPD) of a molecular structure, C21H31NOP2RuS at a distorted geometry.

The geometry in XYZ format:
```
58
C21H31NOP2RuS ωB97M-V/def2-TZVPD
H 2.251 1.814 -1.112
H -0.799 0.613 5.216
H -0.376 -1.744 -2.064
H 0.606 -3.229 -1.755
H 0.996 0.508 5.030
C 4.001 -1.418 -2.791
P -1.950 0.835 0.383
C 2.870 -2.082 -2.355
H 1.275 -2.849 2.189
C -2.158 2.491 1.143
H -3.028 1.537 -1.627
C 1.375 -2.970 1.100
C 1.767 -1.416 -1.776
H -0.705 5.094 -3.501
C -0.964 2.106 -1.859
H 3.466 2.694 -2.554
H 4.841 0.532 -3.258
O -0.749 -0.153 2.661
C -3.473 -0.075 0.833
H -3.177 2.862 0.960
N 1.192 0.947 -0.893
H -1.926 0.141 -1.894
H -2.440 -1.422 4.274
H -2.388 3.524 -2.594
H 2.338 -2.547 0.780
C 1.902 -0.019 -1.662
H -2.157 -2.864 -0.354
H -1.328 -2.399 5.315
H -4.321 0.633 0.796
C 0.417 1.850 -1.709
C -1.557 -2.066 4.295
C 2.696 2.130 -2.070
C -2.026 1.139 -1.423
H -3.613 -0.905 0.119
H 2.846 -3.164 -2.370
Ru 0.067 0.061 0.732
H 1.063 0.928 1.562
H 4.868 -1.973 -3.160
C 1.345 2.644 -2.434
C 2.933 0.679 -2.337
H -1.911 -2.920 1.416
H -1.966 2.366 2.224
H -3.325 -0.460 1.860
C 0.981 3.814 -3.070
H 1.335 -4.035 0.834
H 1.726 4.473 -3.494
C 0.064 -0.058 5.161
H -1.411 3.173 0.705
C -1.324 3.294 -2.538
P 0.019 -2.057 0.280
C 3.993 -0.012 -2.886
C -1.443 -3.106 0.442
C 0.483 -2.161 -1.500
C -0.383 4.157 -3.060
H 0.142 -0.697 6.044
H -1.155 -4.162 0.371
S -0.119 -1.132 3.724
H -1.687 -2.944 3.648
```

The calculation puts the molar mass at 508.57 g/mol. Its total charge is +2. The calculation puts the HOMO energy (spin up / spin down) at -12.8751 / -14.2807 eV. The value obtained for the total energy is -57792.1599 eV. Its expectation value of S² is 6.0230. As for the spin multiplicity: 5. The energy relative to the best compared isomer or geometry (same formula, charge and spin) comes out at 57.6 kcal/mol. Its max |F| is 5.972 eV/Å. The orbital gap (spin up / spin down) is 7.272 / 5.210 eV.

natural (NBO) population analysis, charges in e, atoms 1 to 5:
1 H 0.35
2 H 0.26
3 H 0.25
4 H 0.26
5 H 0.27

# 2
The following is a DFT calculation (ωB97M-V/def2-TZVPD) of a single C6H7NO molecule at a distorted geometry.

The geometry in XYZ format:
```
15
C6H7NO ωB97M-V/def2-TZVPD
H -1.111 -0.742 2.069
O 0.614 0.634 0.420
H 0.519 0.965 2.469
C -0.798 -1.184 1.143
C 0.033 -0.590 0.284
H 0.691 -1.010 -3.086
C 0.089 0.834 -2.219
H -0.867 1.588 1.518
H 0.735 2.375 1.389
H -1.180 -2.166 0.925
C 0.376 -1.219 -0.995
C 0.219 1.425 1.518
N -0.290 1.907 -2.311
C 0.442 -0.530 -2.141
H 0.528 -2.289 -0.985
```

The calculation puts the molar mass at 109.13 g/mol. The calculation puts the HOMO energy at -9.1483 eV. The value obtained for the total energy is -9871.0921 eV. The SMILES is C=C(/C=C\C#N)OC. The energy relative to the best compared isomer or geometry (same formula, charge and spin) comes out at 36.1 kcal/mol. Its max |F| is 1.094 eV/Å. The orbital gap is 9.335 eV.

natural (NBO) population analysis, charges in e, atoms 1 to 5:
1 H 0.21
2 O -0.49
3 H 0.18
4 C -0.50
5 C 0.27

# 3
The following is a DFT calculation (ωB97M-V/def2-TZVPD) of 5 unconnected molecules or ions with the total composition C22H52N2O7 at a distorted geometry.

The geometry in XYZ format:
```
83
C22H52N2O7 ωB97M-V/def2-TZVPD
H -4.940 -0.941 1.718
C -3.628 -0.386 3.325
C -1.523 0.788 -6.933
H -2.520 -0.870 -5.906
H -2.213 2.130 -5.377
H 1.457 3.086 3.137
H 0.500 0.241 1.266
H 2.234 2.067 6.176
H 0.104 -4.393 0.484
H 0.037 -0.200 -2.606
H -0.406 -2.670 -3.846
H 1.902 -2.527 -0.652
H 3.088 0.744 4.778
C -0.328 2.790 -3.847
H -1.975 -1.915 -3.980
O -0.682 -1.153 -1.156
H 1.993 -2.911 1.873
C 1.332 2.582 5.846
C -3.887 -1.110 1.941
C 1.428 0.602 3.283
C -1.544 -0.602 -6.311
H -0.954 3.780 4.868
H 1.788 1.287 1.185
O -2.966 -0.683 0.996
H 0.993 -2.400 -6.354
C 1.495 0.368 1.693
C 0.748 -0.588 5.505
C 0.960 -1.443 -5.832
H 1.769 -1.505 -5.104
C -1.070 -2.153 -4.539
C 1.770 -3.476 -0.133
H 1.642 3.487 5.323
C -1.129 2.719 5.043
H 0.051 -1.081 3.499
H -1.305 -0.795 -0.524
C 2.833 1.017 3.754
H -4.250 -0.762 4.137
H 2.018 -4.237 -0.872
C 1.235 1.874 -5.588
O 0.696 0.005 -3.273
H -1.304 2.680 -3.373
H -0.699 0.920 -7.634
H 1.438 -0.722 -6.495
H 3.618 0.548 3.161
H 0.936 2.983 6.779
O 0.349 -3.589 0.021
N 0.418 1.552 3.657
H -0.139 0.614 6.879
H 2.163 -0.422 1.351
C -1.294 1.849 -5.892
H 1.585 2.896 -5.733
N -0.129 0.213 -4.354
H -3.322 1.420 2.581
C 0.157 1.838 5.072
H 1.115 1.472 -6.594
O -4.005 1.019 3.123
H 3.650 -5.074 1.228
H 3.171 2.047 3.642
H -2.812 0.254 1.135
H 0.356 2.658 -3.009
C 2.621 -3.460 1.172
H -1.218 0.187 5.537
H -3.851 -2.180 2.146
H -1.070 2.759 -6.448
H -2.028 2.340 4.557
C 0.991 -0.768 3.953
O 2.872 -4.770 1.701
H 2.049 1.314 -5.127
H -1.482 2.636 6.071
H 1.681 -0.367 6.023
C -0.209 0.508 5.797
H -0.422 -1.997 -0.787
H 1.776 -1.506 3.794
H 0.482 -1.525 5.993
C -0.406 -0.913 -5.221
O 0.586 2.748 2.918
H -1.454 -1.181 -7.230
H -2.419 0.974 -7.525
H -1.274 -2.886 -5.319
H -0.142 3.801 -4.208
H 3.612 -3.055 0.967
C -0.119 1.663 -4.903
H -2.582 -0.244 3.597
```

The calculation puts the molar mass at 456.67 g/mol. Its total charge is +1. The calculation puts the HOMO energy (spin up / spin down) at -10.4636 / -10.4636 eV. The value obtained for the total energy is -40957.9705 eV. Its expectation value of S² is 0.7546. As for the spin multiplicity: 2. Its max |F| is 3.409 eV/Å. The orbital gap (spin up / spin down) is 8.446 / 4.387 eV.

Mulliken population analysis, charges in e, atoms 1 to 5:
1 H 0.25
2 C -0.32
3 C -0.90
4 H 0.52
5 H 0.48

# 4
The following is a DFT calculation (ωB97M-V/def2-TZVPD) of 2 unconnected molecules or ions with the total composition C17H19N5O4 at a distorted geometry.

The geometry in XYZ format:
```
45
C17H19N5O4 ωB97M-V/def2-TZVPD
H 2.427 -0.996 -2.618
C -0.247 3.263 -1.340
H 0.860 0.341 2.139
H -2.588 1.232 -2.276
H -0.804 4.926 -2.612
C 0.073 0.832 -1.434
H -1.384 -0.682 -1.922
H 2.586 -2.190 -1.325
H 1.775 -3.786 3.246
H -1.780 4.797 -1.139
C 1.163 0.867 -0.589
H -2.341 3.668 -3.758
H 0.410 -2.426 -2.566
H -0.281 -0.290 -3.239
N -1.343 -5.670 3.524
C -1.796 1.911 -2.621
C 1.035 -3.014 3.040
N -1.869 -0.112 2.797
C 1.472 -1.691 2.729
O 3.687 -2.362 2.979
H 2.295 -0.580 0.400
C -0.788 -0.967 2.554
O -2.022 1.094 2.762
H 1.326 1.703 0.094
C 2.020 -1.304 -1.645
H -1.480 1.555 -3.617
O 3.281 -0.264 2.467
C -2.300 3.359 -2.710
N 2.887 -1.430 2.724
C -0.323 -3.334 3.027
C -0.331 -0.445 -2.147
O -2.945 -0.982 3.242
N -0.678 1.928 -1.699
C -1.252 -2.265 2.851
C -0.893 -4.616 3.298
C 2.224 -0.166 -0.617
H -0.167 3.379 -0.250
H 0.182 -2.084 -0.848
H 3.218 0.287 -0.777
H 0.752 3.490 -1.755
C 0.559 -0.661 2.424
N -2.552 -2.316 3.226
C -1.296 4.223 -1.934
H -3.307 3.429 -2.289
C 0.537 -1.656 -1.795
```

The calculation puts the molar mass at 357.37 g/mol. The calculation puts the HOMO energy at -7.3100 eV. The value obtained for the total energy is -33568.7240 eV. The SMILES is N#Cc1cc([N+](=O)[O-])cc2c1no[n+]2[O-].C1=C(N2CCCC2)CCCC1. The energy relative to the best compared isomer or geometry (same formula, charge and spin) comes out at 206.5 kcal/mol. Its max |F| is 3.528 eV/Å. The orbital gap is 4.899 eV.

natural (NBO) population analysis, charges in e, atoms 1 to 5:
1 H 0.20
2 C -0.20
3 H 0.29
4 H 0.19
5 H 0.21

# 5
The following is a DFT calculation (ωB97M-V/def2-TZVPD) of a single C2H4N2P2 molecule at a distorted geometry.

The geometry in XYZ format:
```
10
C2H4N2P2 ωB97M-V/def2-TZVPD
P 0.783 -0.645 -0.929
N -1.389 -1.072 0.641
H 0.713 1.337 0.658
C 0.309 1.204 -0.263
H 0.271 -2.090 1.156
H 0.554 1.803 -1.230
H 2.071 -0.805 -0.404
N -1.046 1.351 -0.064
P -2.193 0.248 0.043
C -0.073 -1.330 0.393
```

The calculation puts the molar mass at 118.02 g/mol. The calculation puts the HOMO energy at -8.9069 eV. The value obtained for the total energy is -23693.8899 eV. The SMILES is C1=NP=NCP1. The energy relative to the best compared isomer or geometry (same formula, charge and spin) comes out at 23.8 kcal/mol. Its max |F| is 6.050 eV/Å. The orbital gap is 8.170 eV.

natural (NBO) population analysis, charges in e, atoms 1 to 5:
1 P 0.45
2 N -0.84
3 H 0.21
4 C -0.38
5 H 0.22

# 6
The following is a DFT calculation (ωB97M-V/def2-TZVPD) of 5 unconnected molecules or ions with the total composition C2H14N2O4 at a distorted geometry.

The geometry in XYZ format:
```
22
C2H14N2O4 ωB97M-V/def2-TZVPD
O -3.039 -0.150 -0.386
O -1.807 0.025 -2.586
H 2.288 -0.030 0.336
H -1.080 -1.316 -0.210
H -3.863 0.345 -0.410
N 0.091 0.321 -0.868
N 0.779 -1.426 0.597
H -2.731 -0.253 -1.353
H 0.374 -1.025 1.463
C -0.048 -1.102 -0.529
O 2.194 2.081 1.284
C 2.188 -1.129 0.444
H 2.713 -1.512 1.316
H -0.473 1.133 2.442
H 1.357 1.543 1.451
H -0.610 0.438 -1.646
H -2.453 0.329 -3.234
H 0.148 -1.731 -1.395
O 0.260 0.675 1.990
H 2.516 -1.696 -0.427
H -0.254 0.809 -0.045
H 1.989 2.948 1.608
```

The calculation puts the molar mass at 130.14 g/mol. The calculation puts the HOMO energy at -9.4035 eV. The value obtained for the total energy is -13463.3656 eV. The energy relative to the best compared isomer or geometry (same formula, charge and spin) comes out at 196.0 kcal/mol. Its max |F| is 2.572 eV/Å. The orbital gap is 4.081 eV.

natural (NBO) population analysis, charges in e, atoms 1 to 5:
1 O -1.03
2 O -0.99
3 H 0.28
4 H 0.27
5 H 0.46